## a
Here is 2 unconnected molecules or ions with the total composition C9H14O from the OMol25 dataset. Energies are from ωB97M-V/def2-TZVPD.

Its SMILES is Cc1ccc(O)cc1.CC. The HOMO-LUMO gap comes out at 9.2 eV.

ORCA input file:
```
! wB97M-V def2-TZVPD RIJCOSX def2/J DEFGRID3
* xyz 0 1
C -1.702 -0.712 -0.475
C -2.988 -1.270 -1.063
H -0.939 -1.475 -0.771
H -1.319 0.186 -0.930
H -1.527 -0.803 0.591
H -3.422 -0.494 -1.708
H -3.695 -1.420 -0.254
H -2.901 -2.169 -1.664
C 2.293 -1.608 0.233
C 0.344 1.230 1.572
C 1.193 0.136 1.587
C 0.178 2.016 0.430
C 1.892 -0.172 0.401
C 1.017 1.792 -0.666
C 1.785 0.627 -0.731
O -0.697 3.047 0.197
H -0.185 1.535 2.471
H 1.334 -0.344 2.544
H -1.044 3.404 1.050
H 0.998 2.468 -1.509
H 3.071 -1.751 -0.527
H 1.460 -2.203 -0.169
H 2.240 0.259 -1.638
H 2.615 -2.281 1.029
*
```


## b
Here is 2 unconnected molecules or ions with the total composition C9H14O from the OMol25 dataset. Energies are from ωB97M-V/def2-TZVPD.

Its SMILES is Cc1ccccc1.CCO. The HOMO-LUMO gap comes out at 10.0 eV.

ORCA input file:
```
! wB97M-V def2-TZVPD RIJCOSX def2/J DEFGRID3
* xyz 0 1
C 0.785 -1.612 2.397
C 2.687 -0.400 -1.283
C 3.388 -0.380 -0.079
C 1.341 -0.740 -1.243
C 2.793 -0.784 1.097
C 0.719 -1.010 -0.038
C 1.440 -1.094 1.159
H 3.213 -0.106 -2.177
H 4.433 -0.096 -0.124
H 0.758 -0.891 -2.146
H 3.389 -0.822 2.002
H -0.359 -1.073 0.041
H 0.709 -0.881 3.210
H 1.077 -2.588 2.773
H -0.277 -1.723 2.215
C -2.810 0.950 -0.599
C -2.776 2.452 -0.703
O -3.706 0.371 -1.548
H -1.788 0.588 -0.740
H -3.116 0.579 0.377
H -2.066 3.004 -0.091
H -3.317 0.576 -2.404
H -3.727 2.848 -0.368
H -2.787 2.832 -1.726
*
```


## c
Here is a single C9H14O molecule from the OMol25 dataset. Energies are from ωB97M-V/def2-TZVPD.

Its SMILES is C=C(C)C(=C)C(C)(C)C=O. The HOMO-LUMO gap comes out at 9.7 eV.

ORCA input file:
```
! wB97M-V def2-TZVPD RIJCOSX def2/J DEFGRID3
* xyz 0 1
C -0.540 0.144 -0.129
C 1.908 -0.102 0.262
C -1.779 0.438 0.359
C 0.545 -0.163 0.871
C -0.334 0.133 -1.584
C 0.547 0.638 2.155
C 0.165 -1.607 1.372
C -0.951 1.254 -2.294
C 0.371 -0.795 -2.201
O 2.815 -0.864 0.363
H -2.528 0.635 -0.331
H -2.085 0.245 1.312
H 1.483 0.703 2.642
H 0.004 0.219 3.008
H 0.268 1.610 1.717
H 0.241 -2.377 0.607
H -0.865 -1.495 1.759
H 0.982 -1.857 2.087
H -1.088 1.161 -3.413
H -0.491 2.150 -1.844
H -2.001 1.257 -1.882
H 0.673 -1.705 -1.659
H 2.112 0.981 0.073
H 0.549 -0.603 -3.253
*
```


## d
Here is 2 unconnected molecules or ions with the total composition C9H14O from the OMol25 dataset. Energies are from ωB97M-V/def2-TZVPD.

Its SMILES is Cc1ccc(O)cc1.CC. The HOMO-LUMO gap comes out at 9.3 eV.

ORCA input file:
```
! wB97M-V def2-TZVPD RIJCOSX def2/J DEFGRID3
* xyz 0 1
C 2.979 0.459 -2.170
C 1.859 -0.536 -2.485
H 2.902 0.798 -1.146
H 2.940 1.356 -2.790
H 3.948 -0.020 -2.288
H 1.655 -1.210 -1.652
H 0.913 -0.031 -2.654
H 2.182 -1.177 -3.306
C -0.887 2.480 1.305
C -0.951 0.345 -0.034
C -1.107 0.999 1.179
C -1.201 -1.018 -0.203
C -1.357 -1.782 0.942
C -1.261 0.188 2.297
C -1.471 -1.188 2.191
O -1.596 -3.121 0.761
H -0.759 0.905 -0.942
H -1.390 -1.394 -1.200
H -1.199 2.815 2.302
H -1.428 3.092 0.592
H -1.273 0.597 3.300
H -1.884 -3.563 1.563
H -1.798 -1.695 3.091
H 0.185 2.702 1.346
*
```


The most stable of them is d.


## a
Here is 2 unconnected molecules or ions with the total composition C9H14O from the OMol25 dataset. Energies are from ωB97M-V/def2-TZVPD.

Its SMILES is Cc1ccc(O)cc1.CC. The HOMO-LUMO gap comes out at 9.2 eV.

ORCA input file:
```
! wB97M-V def2-TZVPD RIJCOSX def2/J DEFGRID3
* xyz 0 1
C -0.811 1.738 2.136
C 1.268 -1.386 2.344
C 0.680 -2.103 1.308
C 0.742 -0.137 2.607
C -0.311 0.342 1.834
C -0.348 -1.638 0.496
C -0.909 -0.386 0.830
O 1.384 -3.267 1.030
H 2.048 -1.883 2.902
H 1.045 0.532 3.406
H -0.619 -2.235 -0.359
H 1.142 -3.593 0.157
H -1.849 1.915 1.822
H -0.480 2.522 1.432
H -1.774 -0.011 0.305
H -0.707 2.005 3.176
C -0.240 1.646 -3.419
C 0.127 0.236 -2.958
H -1.246 1.953 -3.125
H 0.446 2.471 -3.182
H -0.049 1.750 -4.497
H 1.120 -0.206 -2.860
H -0.451 -0.529 -3.477
H -0.206 0.263 -1.909
*
```


## b
Here is 2 unconnected molecules or ions with the total composition C9H14O from the OMol25 dataset. Energies are from ωB97M-V/def2-TZVPD.

Its SMILES is Cc1ccc(O)cc1.CC. The HOMO-LUMO gap comes out at 9.4 eV.

ORCA input file:
```
! wB97M-V def2-TZVPD RIJCOSX def2/J DEFGRID3
* xyz 0 1
C -2.873 2.370 0.964
C -2.146 1.165 1.725
H -3.922 2.116 0.727
H -3.185 3.084 1.675
H -2.369 2.614 0.130
H -2.785 1.078 2.559
H -1.179 1.646 2.164
H -2.085 0.306 1.031
C 1.279 1.241 -2.571
C 0.881 -0.175 0.916
C 0.437 -1.461 0.631
C 1.147 0.687 -0.107
C 0.891 0.384 -1.481
C 0.332 -1.875 -0.677
C 0.643 -1.027 -1.752
O 0.449 -2.294 1.776
H 1.109 0.218 1.994
H 1.518 1.734 0.101
H 0.063 -2.923 -0.946
H 1.371 -2.454 2.110
H 0.957 2.265 -2.449
H 0.582 0.958 -3.425
H 0.542 -1.512 -2.665
H 2.241 1.362 -3.092
*
```


The most stable of them is a.


## a
Here is a single C4H8O2 molecule from the OMol25 dataset. Energies are from ωB97M-V/def2-TZVPD.

The HOMO-LUMO gap comes out at 9.5 eV.

ORCA input file:
```
! wB97M-V def2-TZVPD RIJCOSX def2/J DEFGRID3
* xyz 0 1
C 1.847 -0.431 -1.217
O 1.052 0.138 -0.168
C 0.556 -0.726 0.699
C -0.544 0.010 1.425
C -1.622 0.143 0.321
O -1.465 1.321 -0.434
H 1.201 -0.535 -2.094
H 2.211 -1.409 -0.896
H 2.660 0.263 -1.433
H -1.563 -0.751 -0.326
H -0.272 1.019 1.763
H -0.910 -0.578 2.273
H -2.626 0.160 0.746
H -0.525 1.377 -0.660
*
```


## b
Here is a single C4H8O2 molecule from the OMol25 dataset. Energies are from ωB97M-V/def2-TZVPD.

The HOMO-LUMO gap comes out at 8.1 eV.

ORCA input file:
```
! wB97M-V def2-TZVPD RIJCOSX def2/J DEFGRID3
* xyz 0 1
C -2.138 -0.359 -0.546
C -0.641 -0.375 -0.353
O -0.308 0.706 0.537
C 0.937 0.880 0.871
C 2.118 0.087 0.484
O 3.276 0.413 0.864
H -2.468 0.604 -0.943
H -2.652 -0.540 0.401
H -2.427 -1.142 -1.253
H -0.280 -1.318 0.071
H -0.096 -0.188 -1.291
H 1.083 1.800 1.444
H 1.790 0.419 -0.641
H 1.808 -0.988 0.358
*
```


The most stable of them is a.


## a
Here is 2 unconnected molecules or ions with the total composition C4H8O2 from the OMol25 dataset. Energies are from ωB97M-V/def2-TZVPD.

Its SMILES is C/C=C\O.C=O. The HOMO-LUMO gap comes out at 9.6 eV.

ORCA input file:
```
! wB97M-V def2-TZVPD RIJCOSX def2/J DEFGRID3
* xyz 0 1
C -1.150 1.211 -0.331
C 0.070 0.748 0.417
O -0.026 -1.782 1.975
C 0.030 -1.849 0.785
C 1.168 0.248 -0.154
O 1.434 0.117 -1.490
H -1.253 0.803 -1.347
H -2.070 0.955 0.205
H -1.143 2.306 -0.438
H 0.136 1.073 1.465
H -0.915 -1.802 0.188
H 0.887 -2.364 0.238
H 2.094 0.123 0.412
H 0.626 0.235 -2.009
*
```


## b
Here is a single C4H8O2 molecule from the OMol25 dataset. Energies are from ωB97M-V/def2-TZVPD.

The HOMO-LUMO gap comes out at 8.3 eV.

ORCA input file:
```
! wB97M-V def2-TZVPD RIJCOSX def2/J DEFGRID3
* xyz 0 1
C -0.587 -0.045 -1.700
C -0.454 0.959 -0.549
O -1.479 1.106 0.257
C 0.469 0.445 0.628
C 0.535 -0.902 1.009
O 0.482 -1.362 2.254
H -1.033 -0.978 -1.339
H 0.371 -0.250 -2.196
H -1.274 0.375 -2.442
H 0.021 1.884 -0.951
H 0.581 1.188 1.416
H 1.605 -0.076 0.497
H 0.565 -1.698 0.270
H 0.198 -0.647 2.846
*
```


## c
Here is a single C4H8O2 molecule from the OMol25 dataset. Energies are from ωB97M-V/def2-TZVPD.

Its SMILES is CO[C@@H](C)C=O. The HOMO-LUMO gap comes out at 10.4 eV.

ORCA input file:
```
! wB97M-V def2-TZVPD RIJCOSX def2/J DEFGRID3
* xyz 0 1
C 2.117 -0.057 -0.069
O 1.019 -0.226 -0.964
C -0.367 -0.029 -0.557
C -1.571 -0.951 0.306
C -0.583 1.306 0.096
O -1.590 1.481 0.739
H 3.047 -0.350 -0.585
H 2.266 0.981 0.270
H 1.984 -0.707 0.794
H -0.824 -0.094 -1.542
H -1.703 -1.885 -0.228
H -1.355 -1.102 1.371
H -2.596 -0.490 0.339
H 0.157 2.124 0.029
*
```


## d
Here is 2 unconnected molecules or ions with the total composition C4H8O2 from the OMol25 dataset. Energies are from ωB97M-V/def2-TZVPD.

Its SMILES is O=CCCC=O.[H][H]. The HOMO-LUMO gap comes out at 10.6 eV.

ORCA input file:
```
! wB97M-V def2-TZVPD RIJCOSX def2/J DEFGRID3
* xyz 0 1
C -0.051 0.153 -0.680
C 0.824 -0.972 -0.179
O 2.014 -0.903 0.021
C -0.957 0.571 0.484
C -1.793 -0.459 1.245
O -2.250 -1.495 0.823
H 3.110 1.216 -1.710
H -0.632 -0.170 -1.551
H 0.571 1.005 -0.987
H 0.234 -1.863 0.113
H 2.950 0.667 -1.234
H -1.680 1.309 0.120
H -0.349 1.068 1.247
H -1.990 -0.126 2.287
*
```


The most stable of them is d.


## a
Here is 2 unconnected molecules or ions with the total composition C4H14N2O2 from the OMol25 dataset. Energies are from ωB97M-V/def2-TZVPD.

Its SMILES is C[C@@H](O)CNCN.O. The HOMO-LUMO gap comes out at 9.7 eV.

ORCA input file:
```
! wB97M-V def2-TZVPD RIJCOSX def2/J DEFGRID3
* xyz 0 1
C -0.764 0.225 -0.708
C -0.780 1.723 -0.478
C -0.736 2.066 1.011
O 0.339 2.242 -1.194
N 0.493 -0.364 -0.244
C 1.056 -1.377 -1.109
N 0.575 -2.730 -0.858
H -1.572 -0.241 -0.144
H -0.853 0.056 -1.786
H -1.680 2.143 -0.945
H -0.154 1.333 1.551
H -1.751 2.037 1.412
H -0.404 3.092 1.195
H 0.445 3.184 -1.044
H 1.223 0.314 -0.065
H 0.786 -1.149 -2.145
H 2.132 -1.351 -1.053
H -0.385 -2.679 -0.541
H 1.066 -3.132 -0.066
H 0.216 -0.918 2.474
H -0.764 -2.213 2.707
O -0.010 -1.702 2.981
*
```


## b
Here is 2 unconnected molecules or ions with the total composition C4H14N2O2 from the OMol25 dataset. Energies are from ωB97M-V/def2-TZVPD.

Its SMILES is COC(N)(N)O.CC. The HOMO-LUMO gap comes out at 10.7 eV.

ORCA input file:
```
! wB97M-V def2-TZVPD RIJCOSX def2/J DEFGRID3
* xyz 0 1
C -1.420 0.713 -0.374
C -1.280 -1.682 0.177
N -1.514 1.881 0.456
N -2.687 0.485 -0.999
O -0.976 -0.342 0.486
O -0.471 0.929 -1.369
H -0.927 0.972 -2.219
H -1.703 1.605 1.412
H -0.627 2.369 0.434
H -2.767 -0.453 -1.371
H -3.449 0.673 -0.363
H -0.744 -2.284 0.923
H -2.355 -1.886 0.261
H -0.924 -1.961 -0.821
C 2.248 0.446 0.557
C 3.212 -0.700 0.287
H 4.235 -0.336 0.215
H 3.168 -1.435 1.088
H 2.283 1.171 -0.253
H 2.508 0.952 1.485
H 1.230 0.080 0.636
H 2.960 -1.196 -0.647
*
```


The most stable of them is b.


## a
Here is 2 unconnected molecules or ions with the total composition C5H15NO2 from the OMol25 dataset. Energies are from ωB97M-V/def2-TZVPD.

As for the expectation value of S²: 0.755. The HOMO-LUMO gap (spin up / spin down) comes out at 10.8 / 4.7 eV.

ORCA input file:
```
! wB97M-V def2-TZVPD RIJCOSX def2/J DEFGRID3
* xyz 1 2
C 0.435 0.488 2.797
C -0.053 0.268 1.369
C 0.684 -0.905 0.747
C 0.121 -1.359 -0.604
C 1.088 -1.010 -1.799
O 0.882 0.343 -2.033
N -1.508 0.029 1.284
H 0.273 -0.397 3.426
H 1.491 0.776 2.893
H -0.126 1.297 3.267
H 0.184 1.164 0.795
H 0.711 -1.797 1.391
H 1.735 -0.619 0.628
H -0.129 -2.414 -0.729
H -0.845 -0.863 -0.777
H 0.801 -1.539 -2.721
H 2.133 -1.134 -1.547
H -0.060 0.536 -2.299
H -1.968 0.791 1.776
H -1.702 -0.774 1.878
H -0.775 2.445 -1.154
H -1.992 1.558 -1.185
O -1.222 1.802 -1.722
*
```


## b
Here is 3 unconnected molecules or ions with the total composition C5H15NO2 from the OMol25 dataset. Energies are from ωB97M-V/def2-TZVPD.

As for the expectation value of S²: 0.754. The HOMO-LUMO gap (spin up / spin down) comes out at 11.7 / 7.3 eV.

ORCA input file:
```
! wB97M-V def2-TZVPD RIJCOSX def2/J DEFGRID3
* xyz 1 2
N 0.694 0.005 -0.353
C 1.275 0.661 0.911
C 0.230 0.356 2.003
C -0.849 -0.572 1.444
C -0.468 -0.868 -0.082
C -1.515 -0.275 -1.060
H 1.443 -0.468 -0.903
H 2.249 0.253 1.097
H 1.542 1.686 0.683
H -0.066 1.219 2.593
H 0.812 -0.442 2.748
H -1.812 -0.156 1.665
H -0.702 -1.547 1.908
H -0.427 -1.948 -0.249
H -1.183 -0.084 -2.155
H -1.581 0.820 -0.872
H -2.459 -0.767 -1.103
H -0.843 2.955 -1.778
H -0.883 2.567 -0.352
O -1.309 3.132 -1.021
H 1.533 -2.787 -1.485
H 2.205 -1.684 -2.269
O 2.114 -2.057 -1.371
*
```


The most stable of them is a.